No. 1
9
Properties=species:S:1:pos:R:3:mulliken_charge:R:1 method="wB97M-V/def2-TZVPD" total_charge=-1 spin_multiplicity=1 relative_energy_kj_mol=262.8 e_lumo_ev=3.345 e_homo_ha=-0.1342
C -0.9871 0.5027 -1.7798 -0.088
N 0.5034 -0.2445 1.6102 -0.626
O 1.2840 -1.6863 -0.4952 -0.646
O 1.9117 0.7126 -0.0906 -0.647
S 0.8793 -0.3179 -0.1363 0.762
Cl -1.2807 2.1416 -1.4071 -0.125
Cl -2.1731 -0.5148 -1.0719 -0.151
H -0.1065 0.5632 1.8309 0.256
H -0.0310 -1.1566 1.5399 0.265


No. 2
7
Properties=species:S:1:pos:R:3:mulliken_charge:R:1 method="wB97M-V/def2-TZVPD" spin_multiplicity=1 relative_energy_kj_mol=56.1 e_lumo_ev="-1.332 / -0.332" e_homo_ha="-0.3077 / -0.3315"
C -1.3763 -0.0297 -0.0831 -0.720
O 1.3754 1.1430 0.1797 -0.338
S 1.6153 -0.1195 0.8492 0.401
Cl -0.7822 1.4126 -0.5846 0.009
Cl 2.2408 -1.5540 -0.6021 -0.193
H -1.1371 -0.8806 -0.5181 0.478
H -1.9359 0.0281 0.7591 0.363


No. 3
6
Properties=species:S:1:pos:R:3:mulliken_charge:R:1 method="wB97M-V/def2-TZVPD" spin_multiplicity=1 relative_energy_kj_mol=12.0 e_lumo_ev=0.403 e_homo_ha=-0.3667
C -0.3848 0.6409 -0.7121 -0.071
S -1.1604 0.1206 0.8528 -0.167
Cl 0.8661 2.0519 -0.4046 -0.144
Cl -1.6841 1.2838 -1.7547 -0.124
H -0.0615 -0.1322 -1.3547 0.350
H -0.3236 -0.5505 1.6548 0.156


No. 4
7
Properties=species:S:1:pos:R:3:mulliken_charge:R:1 method="wB97M-V/def2-TZVPD" spin_multiplicity=1 relative_energy_kj_mol=193.7 e_lumo_ev="-1.610 / -0.425" e_homo_ha="-0.3004 / -0.3187"
C 0.7782 -0.4175 0.9514 -0.227
S -1.4645 1.0891 -1.0267 -0.129
S -1.6396 -0.8409 -0.6090 -0.140
Cl 0.6534 1.1805 1.2248 -0.045
Cl 2.0204 -0.9685 -0.0196 -0.073
H 0.0730 -1.1497 1.2689 0.425
H -0.4208 1.1070 -1.7897 0.188


No. 5
7
Properties=species:S:1:pos:R:3:lowdin_spin:R:1 method="wB97M-V/def2-TZVPD" total_charge=+3 spin_multiplicity=7 e_lumo_ev="-14.024 / -19.781" e_homo_ha="-0.8276 / -0.8204"
Fe -1.3322 3.7202 -0.7695 3.853
Cl -1.4327 1.8880 0.8579 0.176
C 0.5136 -0.9985 0.0641 0.144
Cl 1.4329 -2.4245 0.7168 0.870
Cl 0.0237 -1.2421 -1.6747 0.887
H -0.4125 -0.7722 0.5925 0.036
H 1.2072 -0.1709 0.2128 0.036


No. 6
8
Properties=species:S:1:pos:R:3:mulliken_charge:R:1 method="wB97M-V/def2-TZVPD" spin_multiplicity=1 relative_energy_kj_mol=6.3 e_lumo_ev=0.386 e_homo_ha=-0.3977
C 0.4486 -0.9605 -0.0112 -0.504
O 0.1891 1.6550 1.2388 -0.530
P -0.3731 0.7905 0.1851 0.850
Cl 2.1284 -0.5391 -0.2779 -0.118
Cl -0.4002 1.5317 -1.6438 -0.162
Cl -2.2926 0.2836 0.5139 -0.201
H -0.1220 -1.3502 -0.9374 0.333
H 0.4218 -1.4109 0.9326 0.332


No. 7
7
Properties=species:S:1:pos:R:3:mulliken_charge:R:1 method="wB97M-V/def2-TZVPD" spin_multiplicity=1 relative_energy_kj_mol=341.4 e_lumo_ev=-1.025 e_homo_ha=-0.3573
C -2.5071 -0.6734 -0.9156 0.027
P 2.2670 0.8538 0.8217 -0.011
Cl 0.8065 -0.4314 0.3377 -0.128
Cl -2.6282 -2.3309 -0.6881 0.007
Cl -2.6622 0.1181 0.6303 -0.039
H 3.1380 0.6291 -0.5105 0.078
H 1.5861 1.8346 0.3244 0.066


No. 8
9
Properties=species:S:1:pos:R:3:mulliken_charge:R:1 method="wB97M-V/def2-TZVPD" spin_multiplicity=1 relative_energy_kj_mol=244.0 e_lumo_ev="-2.167 / -2.167" e_homo_ha="-0.3096 / -0.3096"
C -0.9256 -1.1461 1.3013 -0.786
P 1.5734 0.0479 -1.3436 0.329
P -0.3351 -0.0898 0.0392 0.622
Cl 2.7828 0.6463 0.0579 -0.065
Cl 0.7219 2.4236 -2.1209 -0.339
Cl -0.3924 1.7410 0.8192 -0.122
Cl -1.5969 -0.1816 -1.3989 -0.169
H -1.7031 -1.8744 0.8369 0.227
H -0.1250 -1.5668 1.8088 0.303


No. 9
8
Properties=species:S:1:pos:R:3:mulliken_charge:R:1 method="wB97M-V/def2-TZVPD" spin_multiplicity=1 relative_energy_kj_mol=399.9 e_lumo_ev=-2.437 e_homo_ha=-0.3303
C -0.4189 -0.5045 -0.5556 -0.480
Si -2.2291 -0.1336 -0.2467 0.721
Cl 0.1427 -1.9596 0.3526 -0.166
Cl -3.4034 -1.0076 -1.6666 -0.125
Cl -0.8722 2.8677 0.3268 -0.618
Cl -3.1104 0.1401 1.4770 -0.027
H 0.4202 0.1600 -0.3133 0.349
H -0.2663 -0.7336 -1.5244 0.347


No. 10
7
Properties=species:S:1:pos:R:3:mulliken_charge:R:1 method="wB97M-V/def2-TZVPD" spin_multiplicity=1 relative_energy_kj_mol=59.1 e_lumo_ev=0.259 e_homo_ha=-0.3515
C -0.4418 -0.2099 0.4607 -0.341
F 2.2411 -0.7518 0.4420 -0.272
P 0.2738 1.4307 -0.0690 -0.069
P 1.0602 -0.5952 -0.6770 0.306
Cl -1.9671 -0.8425 -0.1300 -0.160
H -0.4568 -0.5626 1.4098 0.453
H -0.7094 1.5313 -1.4365 0.083


No. 11
6
Properties=species:S:1:pos:R:3:mulliken_charge:R:1 method="wB97M-V/def2-TZVPD" spin_multiplicity=1 relative_energy_kj_mol=267.1 e_lumo_ev=-0.904 e_homo_ha=-0.3381
C 1.1929 0.2971 0.6667 -0.351
H 1.1793 0.4711 1.7437 0.245
H 1.1252 -0.7458 0.3544 0.293
F -3.0022 -1.3131 -1.2761 -0.205
S 1.3057 1.4992 -0.3904 -0.171
Cl -1.8009 -0.2085 -1.0984 0.189


No. 12
8
Properties=species:S:1:pos:R:3:mulliken_charge:R:1 method="wB97M-V/def2-TZVPD" spin_multiplicity=1 relative_energy_kj_mol=102.7 e_lumo_ev=-1.238 e_homo_ha=-0.3319
C 1.2220 -0.0185 1.4508 0.507
N 0.6827 -0.4672 0.4593 -0.117
N -0.9143 -0.6751 -1.1382 -0.325
N 0.1787 -0.1026 -0.6763 -0.047
S 1.9720 0.3418 2.7614 -0.278
Cl -0.2085 1.8672 -0.2627 -0.306
H -1.8754 -0.7387 -0.6116 0.289
H -1.0572 -0.2069 -1.9827 0.277


No. 13
6
Properties=species:S:1:pos:R:3:lowdin_spin:R:1 method="wB97M-V/def2-TZVPD" spin_multiplicity=3 relative_energy_kj_mol=246.3 e_lumo_ev="0.956 / -2.564" e_homo_ha="-0.3447 / -0.4058"
C -0.6031 -0.2378 0.1283 0.034
N 0.3680 -0.3315 1.2048 0.741
O 0.5656 0.4615 0.2356 0.384
Cl 1.6897 0.6228 -1.5153 0.832
H -0.5907 -0.9600 -0.6327 0.003
H -1.4294 0.4450 0.5793 0.006


No. 14
7
Properties=species:S:1:pos:R:3:mulliken_charge:R:1 method="wB97M-V/def2-TZVPD" spin_multiplicity=1 relative_energy_kj_mol=352.2 e_lumo_ev="-0.194 / -0.194" e_homo_ha="-0.3082 / -0.3084"
C 1.2331 -0.2883 -0.2816 0.621
N -1.4416 0.2884 0.1445 -0.350
O 0.9815 -1.4123 -0.4947 -0.337
O -0.3866 0.9245 -0.4606 -0.373
Cl 2.4768 0.7247 -0.0686 -0.023
H -1.5801 0.4615 1.1094 0.222
H -1.2830 -0.6985 0.0517 0.240


No. 15
7
Properties=species:S:1:pos:R:3:mulliken_charge:R:1 method="wB97M-V/def2-TZVPD" spin_multiplicity=1 relative_energy_kj_mol=132.1 e_lumo_ev=0.668 e_homo_ha=-0.3685
C 0.5544 -0.4170 -0.7697 0.622
N -0.4304 0.5158 1.1671 -0.429
O 1.0743 0.6054 -1.0177 -0.440
O -0.1878 -0.6965 0.4299 -0.201
Cl 0.4932 -1.8726 -1.5404 -0.101
H -1.4990 0.6093 1.2128 0.264
H -0.0046 1.2556 0.5179 0.283


No. 16
8
Properties=species:S:1:pos:R:3:mulliken_charge:R:1 method="wB97M-V/def2-TZVPD" spin_multiplicity=1 relative_energy_kj_mol=175.1 e_lumo_ev=-0.849 e_homo_ha=-0.3875
C 2.3442 -0.1022 -0.0417 0.154
N 1.5262 -0.9311 0.0766 -0.351
O -0.7873 0.1067 0.9362 -0.511
O -0.8927 -1.0998 -1.2119 -0.387
S -0.6918 -1.1698 0.2354 0.761
Cl -2.7690 1.7290 -0.2776 -0.327
H 3.2608 0.3734 -0.2911 0.334
H -1.9903 1.0939 0.5741 0.328


No. 17
9
Properties=species:S:1:pos:R:3:mulliken_charge:R:1 method="wB97M-V/def2-TZVPD" spin_multiplicity=1 relative_energy_kj_mol=36.4 e_lumo_ev=-1.076 e_homo_ha=-0.4144
C -2.6213 1.5442 -0.2932 0.670
N 0.0442 -0.4465 1.4698 -0.447
O -3.2465 0.6474 -0.6112 -0.344
O -2.0151 2.4629 -0.0480 -0.317
O 0.7987 -1.0981 -0.9123 -0.465
S 0.6792 -0.0420 0.0899 0.618
Cl 3.6586 -0.2964 -0.7417 -0.282
H 3.1190 -1.4835 -0.5386 0.289
H -0.4167 -1.2879 1.5854 0.279


No. 18
7
Properties=species:S:1:pos:R:3:mulliken_charge:R:1 method="wB97M-V/def2-TZVPD" spin_multiplicity=1 relative_energy_kj_mol=224.9 e_lumo_ev="0.434 / 0.435" e_homo_ha="-0.2764 / -0.2764"
C -2.2757 -0.2183 -1.1150 0.181
O -1.4170 0.5406 -0.4533 -0.262
O -3.1117 -0.5629 -0.1458 -0.311
P -2.2867 0.4214 0.9776 0.061
Cl 2.3456 1.4419 1.7102 -0.259
H -2.0601 -0.7010 -2.0698 0.330
H 3.1730 2.5208 1.6789 0.260


No. 19
7
Properties=species:S:1:pos:R:3:mulliken_charge:R:1 method="wB97M-V/def2-TZVPD" total_charge=-1 spin_multiplicity=1 relative_energy_kj_mol=273.6 e_lumo_ev="2.953 / 2.931" e_homo_ha="-0.1589 / -0.1663"
C -1.9088 -0.1715 -0.1161 -0.481
O 1.4568 0.2550 1.3820 -0.492
O 1.7654 0.8971 -0.9770 -0.537
S 1.0708 0.0742 0.0245 0.519
Cl 1.8401 -1.9083 -0.2831 -0.386
H -2.1290 0.2736 0.8762 0.187
H -2.0954 0.5799 -0.9064 0.189


No. 20
7
Properties=species:S:1:pos:R:3:mulliken_charge:R:1 method="wB97M-V/def2-TZVPD" total_charge=-1 spin_multiplicity=1 relative_energy_kj_mol=84.0 e_lumo_ev=2.023 e_homo_ha=-0.1557
C -1.1507 0.3330 0.0757 -0.557
O 0.2317 -1.4017 -1.3332 -0.505
O 0.3200 -1.5652 1.1246 -0.509
S 0.1235 -0.7461 -0.0500 0.929
Cl 2.8567 1.5559 -0.0589 -0.885
H -1.1556 0.8439 1.0251 0.262
H -1.2256 0.9802 -0.7832 0.264


Number 1: largest force on an atom 3.03 eV/A. Number 2: largest force on an atom 4.40 eV/A. Number 3: largest force on an atom 2.16 eV/A. Number 4: largest force on an atom 1.86 eV/A. Number 5: largest force on an atom 2.89 eV/A. Number 6: largest force on an atom 4.33 eV/A. Number 7: largest force on an atom 4.36 eV/A. Number 8: largest force on an atom 3.91 eV/A. Number 9: largest force on an atom 3.62 eV/A. Number 10: largest force on an atom 3.57 eV/A. Number 11: largest force on an atom 0.39 eV/A. Number 12: largest force on an atom 3.30 eV/A. Number 13: largest force on an atom 4.98 eV/A. Number 14: largest force on an atom 4.91 eV/A. Number 15: largest force on an atom 4.31 eV/A. Number 16: largest force on an atom 4.34 eV/A. Number 17: largest force on an atom 5.45 eV/A. Number 18: largest force on an atom 2.11 eV/A. Number 19: largest force on an atom 3.00 eV/A. Number 20: largest force on an atom 2.73 eV/A.